Here is a structure of composition C18H22N6ReSbSe4 from the Open Molecules 2025 dataset. Energies are from wB97M-V/def2-TZVPD.

```
52
Properties=species:S:1:pos:R:3:lowdin_charge:R:1
N -3.252 1.644 -2.301 0.1971
C -0.384 3.060 3.006 -0.1236
H 2.938 0.378 3.793 0.0300
H 1.293 -1.319 2.610 -0.0177
N -5.114 -0.858 0.806 0.1461
C 0.997 -0.297 4.512 -0.3555
H 0.607 -0.621 5.480 0.1408
N -0.031 0.966 1.876 -0.1111
H -0.327 -1.536 3.296 0.0514
N -2.212 2.290 -2.878 0.0996
C 2.510 -0.090 4.684 -0.0440
H 1.248 4.189 1.031 0.0655
N -2.411 -0.276 0.629 -0.0451
H -2.406 3.902 0.326 0.0884
Se 1.881 0.087 -0.968 0.0775
H 2.731 0.562 5.528 0.0913
H 0.470 2.867 0.188 0.0077
N -1.339 1.264 -1.212 -0.0603
C -1.075 2.066 -2.243 -0.0756
C 0.733 -1.431 3.536 -0.0906
C -0.768 3.824 1.750 -0.3545
C -4.247 -1.312 1.697 -0.0439
Sb 3.808 0.362 0.882 0.1443
C 0.005 1.691 3.060 -0.1839
H -2.176 -1.421 2.333 0.1048
Se 4.447 -1.769 1.464 0.1632
H -0.115 2.475 -2.518 0.1553
H -4.631 -1.921 2.506 0.1344
C -2.162 3.409 1.270 -0.0420
H 3.012 -1.044 4.842 0.0921
Se 4.138 2.624 1.150 0.1409
C 0.229 1.826 5.439 -0.0162
C 0.291 3.843 0.645 -0.0676
C -0.183 3.143 5.411 -0.0063
C -4.643 -0.107 -0.184 -0.0073
C -0.465 3.755 4.199 -0.0052
H -5.344 0.269 -0.919 0.1426
H 0.474 1.365 6.387 0.1321
H -0.860 4.863 2.070 0.1345
Se 0.740 -1.797 -0.159 0.2466
H -0.018 4.532 -0.144 0.0901
Re -0.347 0.280 0.350 0.9142
H -2.917 3.694 2.002 0.0980
H -2.241 2.329 1.138 0.0341
H -0.273 3.703 6.332 0.1276
C -2.692 1.039 -1.297 -0.2952
H -0.764 4.795 4.181 0.1285
C -2.885 -1.036 1.615 -0.0427
C 0.365 1.067 4.281 -0.1093
H 1.057 -2.366 3.994 0.1003
C -3.297 0.196 -0.274 -0.1737
H -2.369 2.853 -3.704 0.1925
```

## Properties
Charge: +2
E: -298002.639 eV
E_HOMO: -14.4 eV
Maximum force: 0.25 eV Å⁻¹
M: 946.22 g/mol
Kohn-Sham gap: 0.2513 hartree
Relative energy (zero: lowest compared OMol25 entry of this formula, charge and spin): 0.971 eV